This record from the Open Molecules 2025 dataset describes 5 unconnected molecules or ions with the total composition C18H48B2F8N3O6 at a distorted geometry. The level of theory is the ωB97M-V functional and the def2-TZVPD basis.

HOMO energy in eV: -12.41
Kohn-Sham gap in eV: 10.47
Strongest force on any atom in eV/Å: 4.96
Calculated total energy in hartree: -2178.974990
Energy above the lowest of the compared OMol25 structures with the same formula, charge and spin in kcal per mole: 77.95

```
! RIJCOSX wB97M-V def2-TZVPD def2/J DEFGRID3
* xyz 1 1
C -1.385 -2.440 0.223
O -0.768 -1.868 1.336
C -0.656 -2.646 2.561
C -0.878 -1.797 3.818
N -2.159 -0.917 3.755
H -1.889 0.055 3.797
H -2.638 -0.941 2.866
C -3.204 -1.248 4.850
C -3.036 -0.596 6.295
O -1.732 -0.946 6.654
C -1.195 -0.425 7.912
H -1.424 -1.567 -0.428
H -2.406 -2.792 0.372
H -0.826 -3.327 -0.074
H 0.220 -3.293 2.604
H -1.440 -3.404 2.540
H -0.133 -1.001 3.850
H -0.948 -2.480 4.664
H -3.484 -2.301 4.809
H -4.171 -0.878 4.508
H -3.796 -1.078 6.910
H -3.199 0.476 6.178
H -1.005 0.624 8.140
H -0.174 -0.791 8.021
H -1.654 -0.798 8.827
C 2.725 -2.141 4.304
O 2.177 -1.390 3.241
C 2.521 -0.040 3.189
C 1.886 0.701 1.927
N 2.264 0.021 0.532
H 1.586 -0.720 0.424
H 2.042 0.691 -0.190
C 3.653 -0.565 0.197
C 3.593 -1.284 -1.163
O 2.942 -2.538 -1.020
C 2.800 -3.152 -2.266
H 2.306 -1.763 5.237
H 3.807 -2.032 4.377
H 2.431 -3.190 4.260
H 3.609 0.026 3.185
H 2.005 0.419 4.033
H 2.139 1.734 1.687
H 0.805 0.824 1.996
H 3.883 -1.339 0.929
H 4.462 0.165 0.207
H 4.615 -1.578 -1.401
H 3.042 -0.652 -1.860
H 3.760 -3.551 -2.594
H 2.287 -2.573 -3.034
H 2.021 -3.910 -2.186
C -2.695 4.247 -4.010
O -2.206 3.050 -4.669
C -2.727 1.850 -4.146
C -1.848 0.678 -4.691
N -0.369 0.914 -4.809
H -0.234 1.906 -4.941
H -0.149 0.785 -3.832
C 0.424 -0.045 -5.719
C 0.586 0.593 -7.019
O 1.115 1.900 -6.990
C 0.852 2.547 -8.233
H -3.699 4.302 -3.587
H -2.543 5.223 -4.469
H -2.232 4.269 -3.024
H -3.773 1.755 -4.436
H -2.668 1.904 -3.058
H -2.258 0.630 -5.699
H -2.051 -0.237 -4.135
H -0.075 -1.005 -5.851
H 1.448 0.012 -5.349
H -0.396 0.530 -7.486
H 1.326 -0.028 -7.524
H -0.172 2.485 -8.602
H 1.401 1.996 -8.996
H 1.183 3.578 -8.358
B -0.999 2.557 3.665
F -2.071 3.355 4.071
F -0.928 1.383 4.264
F -1.110 2.357 2.302
F 0.199 3.152 3.816
B 0.239 1.536 -1.537
F 1.647 1.593 -1.394
F -0.084 0.330 -2.153
F -0.350 1.451 -0.213
F -0.166 2.660 -2.185
*
```